<1>
C5H6ClN in the gas phase, computed with ωB97M-V with the def2-TZVPD basis set.

Structure (XYZ):
```
13
Properties=species:S:1:pos:R:3:mulliken_charge:R:1
C -2.07770 0.39865 0.77608 -0.32
C -0.90587 -0.23965 0.85941 -0.61
C -1.77068 1.69303 0.18189 0.31
C 0.15715 0.66575 0.30452 0.52
C 0.92278 0.06511 -0.87542 -1.25
N -0.53513 1.86915 -0.08861 -0.57
Cl -2.95351 2.86822 -0.12431 -0.18
H -3.05887 0.07818 1.06631 0.43
H -0.70044 -1.22312 1.23617 0.42
H 0.87647 0.93906 1.08548 0.25
H 0.22681 -0.20072 -1.66682 0.33
H 1.46052 -0.82356 -0.55647 0.34
H 1.62633 0.79735 -1.25936 0.33
```

Computed properties:
structure (SMILES) = C[C@@H]1C=CC(Cl)=N1
orbital gap = 10.438 eV
HOMO = -9.8115 eV
charge = 0

<2>
C5H6ClN in the gas phase, computed with ωB97M-V with the def2-TZVPD basis set.

Structure (XYZ):
```
13
Properties=species:S:1:pos:R:3:mulliken_charge:R:1
C 0.86496 -1.03736 0.19096 0.72
C 0.95770 1.20166 0.07445 -0.39
C -0.49735 1.00920 0.45938 -0.30
C -0.10344 -1.93742 0.24008 -1.06
C -1.19878 0.26471 -0.37314 -0.44
N 1.64773 -0.09688 0.02916 -0.49
Cl -2.85134 -0.07422 0.06192 -0.18
H 1.38840 1.87457 0.87123 0.30
H 1.06892 1.66274 -0.93558 0.27
H -0.89695 1.38433 1.38493 0.34
H -0.27008 -2.49498 1.17115 0.26
H -0.56106 -2.20520 -0.56857 0.48
H -0.78598 -0.08120 -1.30326 0.49
```

Computed properties:
structure (SMILES) = C=C=NC/C=C/Cl
orbital gap = 9.735 eV
HOMO = -8.8377 eV
charge = 0

Relative energies, kcal/mol: <1> 0.0; <2> 65.9.

<1>
A 10-piece molecular cluster, H22NO9 overall, computed with ωB97M-V with the def2-TZVPD basis set.

Structure (XYZ):
```
32
Properties=species:S:1:pos:R:3:mulliken_charge:R:1
N 0.23194 0.31068 0.27793 -0.29
H -0.53041 -0.28215 0.63281 0.28
H 1.20108 0.14661 0.42579 0.38
H -0.07943 1.31100 0.66446 0.42
H 0.22125 0.35027 -0.75195 0.15
O 0.51643 0.98383 -3.14500 -0.64
H 1.05937 0.62301 -3.96797 0.33
H -0.13697 1.72424 -3.43748 0.32
O -2.64381 2.38708 1.12798 -0.56
H -3.43774 1.83007 1.22578 0.33
H -2.37480 2.73073 1.85424 0.25
O 2.30397 -0.94917 -1.28019 -0.56
H 1.85319 -1.41409 -1.92476 0.28
H 2.82275 -1.60305 -0.89044 0.29
O 1.82471 2.34011 -0.61654 -0.65
H 2.24341 3.37954 -0.55653 0.35
H 1.48818 2.29531 -1.57053 0.34
O -1.86035 -1.74797 -1.27818 -0.63
H -1.54447 -2.48140 -1.95293 0.30
H -2.72232 -2.07641 -1.52780 0.30
O -2.94858 0.73145 -2.08260 -0.57
H -2.42749 0.09184 -1.73941 0.34
H -2.53655 1.28402 -2.68549 0.27
O 2.44830 -3.15277 1.92638 -0.67
H 2.69718 -3.41213 2.72257 0.25
H 2.40025 -1.99302 2.07317 0.43
O -2.21323 -0.91344 1.99306 -0.62
H -2.07816 -0.10329 2.36089 0.24
H -2.06473 -1.38292 2.95472 0.36
O 2.10712 -0.55398 2.81434 -0.61
H 2.57134 0.23145 2.75306 0.30
H 1.60855 -0.68546 3.60062 0.30
```

Computed properties:
orbital gap = 10.090 eV
HOMO = -13.2067 eV
charge = +1

<2>
H22NO9 as an isolated structure, computed with ωB97M-V with the def2-TZVPD basis set.

Structure (XYZ):
```
32
Properties=species:S:1:pos:R:3:mulliken_charge:R:1
N 14.50400 35.18600 52.05900 -0.14
H 13.81800 35.22600 52.84600 0.17
H 15.27400 35.81200 52.35200 0.38
H 14.21000 35.40900 51.18400 0.15
H 15.14300 34.41200 52.02400 0.40
O 14.47500 35.19400 54.98500 -0.67
H 15.37800 34.99700 54.93400 0.32
H 14.65600 36.11500 55.52000 0.36
O 11.63400 33.23100 51.79300 -0.72
H 11.74700 33.87000 52.57400 0.51
H 11.23800 32.54500 52.02000 0.18
O 11.76100 34.56600 53.60500 -0.52
H 12.35700 34.14600 54.02900 0.30
H 11.81100 35.43400 53.47800 0.29
O 16.14100 36.06500 49.38100 -0.66
H 15.41500 36.48700 48.77600 0.38
H 16.31500 35.17600 49.04400 0.31
O 11.75300 37.34400 53.07300 -0.79
H 10.83100 37.57900 53.11500 0.32
H 12.01600 38.18300 53.62100 0.34
O 13.76900 36.69700 48.22100 -0.65
H 13.25400 36.89100 47.42200 0.30
H 13.40100 35.86300 48.59600 0.42
O 13.76000 38.25700 51.06900 -0.60
H 13.48000 38.30900 50.18100 0.35
H 12.88200 37.95200 51.39000 0.30
O 12.48500 34.35400 49.28700 -0.60
H 11.95700 34.01600 49.83500 0.21
H 11.73400 34.53500 48.55300 0.35
O 17.63300 35.76100 52.58300 -0.60
H 18.19000 36.40600 52.97600 0.30
H 18.33100 35.20700 52.01400 0.32
```

Computed properties:
orbital gap = 10.549 eV
HOMO = -13.6255 eV
charge = +1

Relative energies, kcal/mol: <1> 0.0; <2> 1.2.

<1>
C5H8N2O2S in the gas phase, computed with ωB97M-V with the def2-TZVPD basis set.

Structure (XYZ):
```
18
Properties=species:S:1:pos:R:3:mulliken_charge:R:1
C -1.04805 0.88895 0.33508 0.48
C 2.04712 -0.58076 -0.20830 0.62
C -2.40907 0.37550 1.05855 -0.38
C -3.53950 0.39700 0.13733 -0.19
C 3.36928 -0.44712 -1.01457 -1.02
N -0.10276 0.00325 0.46163 -0.84
N 1.03236 0.22930 -0.25454 0.19
O -0.94657 1.95218 -0.24020 -0.73
O 1.80647 -1.59052 0.58670 -0.47
S -4.12302 -0.94269 -0.56826 -0.25
H -2.37032 -0.70390 1.44198 0.29
H -2.58681 1.02299 1.83333 0.27
H -4.14106 1.28955 -0.20313 0.30
H 3.12788 -0.79057 -2.03041 0.28
H 4.14557 0.39634 -0.95957 0.32
H 3.94691 -1.21744 -0.47795 0.33
H 0.92311 1.08231 -0.86585 0.27
H 0.86848 -1.36437 0.96817 0.54
```

Computed properties:
orbital gap = 8.498 eV
HOMO = -8.3398 eV
charge = 0

<2>
A 2-piece molecular cluster, C5H8N2O2S overall, computed with ωB97M-V with the def2-TZVPD basis set.

Structure (XYZ):
```
18
Properties=species:S:1:pos:R:3:mulliken_charge:R:1
C 0.87282 0.78812 -0.12882 -0.09
C 2.81906 -1.59340 0.74603 0.75
C 0.88269 0.99469 1.39200 -0.72
C -0.51561 -0.95258 0.50041 0.29
C -1.14872 -2.32881 0.25197 -1.14
N 0.08351 -0.21616 -0.50862 -0.04
N 1.40816 1.77915 -0.94095 -0.60
O 2.25683 -2.24260 0.00851 -0.36
O 3.44786 -0.95506 1.43492 -0.39
S -0.09860 -0.37930 2.05533 -0.22
H 1.87786 0.81763 1.76276 0.32
H 0.62604 2.00903 1.58378 0.47
H -1.34612 -2.19173 -0.79749 0.30
H -1.93015 -2.50086 0.87404 0.39
H -0.30506 -3.04059 0.44003 0.23
H 0.16584 -0.81186 -1.37431 0.28
H 2.18837 2.10446 -0.33468 0.30
H 0.85759 2.61574 -1.23682 0.22
```

Computed properties:
orbital gap (alpha / beta) = 6.338 / 6.433 eV
HOMO (alpha / beta) = -5.6960 / -5.8038 eV
charge = 0

Relative energies, kcal/mol: <1> 3.9; <2> 0.0.

<1>
An isolated ion of composition C2H4BrClN3 and charge +1, computed with ωB97M-V with the def2-TZVPD basis set.

Structure (XYZ):
```
11
Properties=species:S:1:pos:R:3:mulliken_charge:R:1
C -2.20477 0.27545 -0.03958 0.41
C 0.06299 -0.03892 0.02610 -0.38
N -1.47806 1.16409 -1.16015 -0.51
N -1.21563 -0.36491 0.58686 0.03
N -0.26331 1.11878 -0.82990 0.17
Cl 0.27788 2.78327 0.37522 -0.15
Br -3.96477 0.01162 -0.02624 0.14
H 0.84740 0.39921 0.86448 0.34
H 0.61858 -0.69019 -0.66956 0.35
H -1.49720 -1.01689 1.28837 0.23
H 0.31766 1.30470 -1.59249 0.36
```

Computed properties:
structure (SMILES) = Cl[N@H+]1CNC(Br)=N1
orbital gap (alpha / beta) = 7.711 / 7.711 eV
HOMO (alpha / beta) = -14.0327 / -14.0313 eV
charge = +1

<2>
C2H4BrClN3 as an isolated structure, computed with ωB97M-V with the def2-TZVPD basis set.

Structure (XYZ):
```
11
Properties=species:S:1:pos:R:3:mulliken_charge:R:1
C -1.50663 1.48482 0.55387 0.50
C -0.66934 -0.57097 0.41864 -0.24
N -1.67911 0.30537 0.81976 -0.29
N 0.22973 1.50803 -0.09362 -0.50
N 0.28728 0.22678 -0.41883 -0.06
Cl -0.30194 -0.17765 -2.14962 0.00
Br -2.28472 3.11535 0.53547 0.09
H -0.29692 -0.68467 1.43992 0.36
H -1.05316 -1.40754 -0.13168 0.35
H 0.64771 2.28943 -0.68918 0.32
H 1.23097 -0.24488 -0.60672 0.46
```

Computed properties:
orbital gap = 9.892 eV
HOMO = -15.1620 eV
charge = +1

Relative energies, kcal/mol: <1> 0.0; <2> 3.1.